{
  "formula": "C3H19N2O5",
  "method": "ωB97M-V with the def2-TZVPD basis set",
  "orbital_gap_ev": [8.9, 3.9],
  "spin_multiplicity": 2,
  "s2": 0.772,
  "homo_energy_ha": [-0.651, -0.650],
  "charge": 2,
  "symbols": ["C", "C", "N", "C", "N", "H", "H", "H", "H", "H", "H", "H", "H", "H", "H", "H", "O", "H", "H", "O", "H", "H", "O", "H", "H", "O", "H", "H", "O"],
  "xyz": [[-2.3106, -0.6373, -1.5459], [-0.8910, -1.2713, -1.2439], [-0.8734, -0.9003, 2.3483], [-0.6772, -1.4381, 1.1098], [-0.3782, -0.7715, 0.0106], [-3.1251, -0.9426, -0.7997], [-2.4341, 0.4566, -1.6390], [-2.5656, -1.0720, -2.4573], [-0.9292, -2.3495, -1.4887], [-0.1077, -1.0004, -2.0707], [-0.8037, 0.0523, 2.5528], [-0.5143, -1.3054, 3.2643], [-0.9184, -2.4279, 0.9354], [-0.3568, 0.2636, -0.0161], [2.0676, 2.5083, 1.5229], [0.5594, 2.3005, 1.0847], [1.1869, 2.0530, 1.7058], [-2.2013, 2.5261, 1.7492], [-1.9731, 3.9272, 0.9021], [-1.7029, 3.0048, 0.9594], [3.7642, -0.3263, -1.4062], [2.4658, -1.2809, -1.3405], [3.1598, -0.9400, -0.7787], [0.6085, 2.2423, -2.4535], [1.7950, 1.5168, -2.6281], [1.0031, 1.4423, -2.2934], [2.1351, -2.6423, 1.4193], [2.2623, -1.1401, 1.0541], [1.7549, -1.8480, 1.5430]],
  "atomic_forces_ev_per_a": [[-0.968, 0.874, 2.377], [1.654, 0.126, -2.947], [1.846, -2.321, -0.944], [0.017, 1.836, 4.419], [-2.079, 0.997, -1.440], [1.476, 0.047, -0.694], [0.777, -0.417, 0.043], [-0.380, -0.745, -1.788], [-0.093, 0.126, 1.623], [-1.510, 0.601, 1.222], [0.235, 2.504, -0.715], [-1.184, -0.947, -1.543], [-0.033, -2.195, 0.230], [0.766, -0.182, 0.356], [-1.987, -0.789, 0.195], [-1.643, 1.565, -1.894], [3.328, -0.851, 1.660], [1.311, 2.340, -2.492], [-0.285, -0.038, 0.390], [-0.959, -2.488, 2.067], [-2.082, -2.237, 2.219], [0.042, -0.097, -0.581], [1.955, 2.274, -1.511], [-1.777, 3.105, -0.624], [6.785, 0.417, -2.808], [-5.183, -3.629, 3.566], [2.640, -4.512, -0.827], [0.074, -0.937, 0.331], [-2.742, 5.575, 0.111]],
  "mulliken_charge": [-1.034, -0.636, -0.207, 0.056, 0.364, 0.347, 0.371, 0.381, 0.542, 0.284, 0.234, 0.362, 0.471, 0.165, 0.309, 0.295, -0.600, 0.334, 0.313, -0.620, 0.339, 0.317, -0.655, 0.265, 0.225, -0.444, 0.316, 0.354, -0.444]
}

{
  "formula": "C21H35N4O2PtS3",
  "method": "ωB97M-V with the def2-TZVPD basis set",
  "orbital_gap_ev": 7.7,
  "spin_multiplicity": 1,
  "relative_energy_kj_mol": 34.0,
  "homo_energy_ha": -0.378,
  "charge": 1,
  "symbols": ["Pt", "C", "C", "N", "C", "C", "C", "S", "N", "C", "O", "C", "C", "C", "C", "C", "C", "H", "H", "H", "H", "H", "H", "H", "H", "H", "H", "H", "H", "H", "H", "H", "O", "S", "C", "C", "C", "C", "H", "H", "H", "H", "H", "H", "H", "H", "C", "C", "N", "C", "S", "N", "C", "C", "H", "H", "H", "H", "H", "H", "H", "H", "H", "H", "H", "H"],
  "xyz": [[1.0339, 0.5413, 0.7642], [-0.2188, -0.3154, -5.3591], [-0.5137, 0.9093, -4.5077], [0.5623, 1.1659, -3.5356], [1.5266, 2.2067, -3.9088], [1.0048, 3.5980, -3.5895], [0.5912, 0.5195, -2.3724], [1.9385, 0.7615, -1.3118], [-0.3960, -0.3587, -2.1496], [-0.8600, -0.7495, -0.9998], [-0.7024, -0.2110, 0.1617], [-1.7681, -1.9330, -1.0032], [-1.9973, -2.6253, 0.1824], [-2.8374, -3.7281, 0.1947], [-3.4628, -4.1347, -0.9769], [-3.2448, -3.4392, -2.1589], [-2.3958, -2.3435, -2.1747], [-1.0412, -0.4987, -6.0518], [-0.0939, -1.1947, -4.7274], [0.6921, -0.1762, -5.9435], [-1.4532, 0.7908, -3.9747], [-0.5928, 1.7999, -5.1303], [1.7244, 2.0934, -4.9753], [2.4610, 2.0289, -3.3863], [0.0042, 3.7493, -3.9971], [1.6616, 4.3562, -4.0163], [0.9630, 3.7455, -2.5092], [-1.4960, -2.2978, 1.0830], [-3.0064, -4.2725, 1.1153], [-4.1190, -4.9953, -0.9698], [-3.7411, -3.7494, -3.0690], [-2.2179, -1.7939, -3.0896], [2.9507, 0.1292, 1.4888], [3.6301, -0.2042, 2.8135], [4.7087, -1.5936, 2.3837], [6.1456, -1.1570, 2.6634], [6.2063, 0.3179, 2.2755], [5.0079, 0.9548, 2.9704], [4.5188, -1.7460, 1.3199], [4.3859, -2.4706, 2.9410], [6.8525, -1.7669, 2.1033], [6.3766, -1.2741, 3.7244], [6.1101, 0.4285, 1.1937], [7.1386, 0.7904, 2.5807], [4.6672, 1.8980, 2.5453], [5.1756, 1.0835, 4.0420], [-3.9817, -0.7415, 4.2195], [-3.0430, -1.2391, 3.1275], [-1.7421, -0.5705, 3.1370], [-1.4953, 0.6559, 2.6917], [0.1237, 1.3008, 2.8375], [-2.4874, 1.3643, 2.1750], [-2.3826, 2.7067, 1.5891], [-2.2147, 2.6735, 0.0784], [-4.9357, -1.2655, 4.1558], [-4.1762, 0.3283, 4.1353], [-3.5550, -0.9272, 5.2050], [-3.4858, -1.1328, 2.1336], [-2.8451, -2.3008, 3.2598], [-0.9539, -1.0305, 3.5603], [-3.3591, 0.8826, 2.0127], [-1.5409, 3.2039, 2.0602], [-3.2889, 3.2431, 1.8680], [-1.2504, 2.2441, -0.1907], [-2.2674, 3.6877, -0.3191], [-2.9980, 2.0775, -0.3952]],
  "atomic_forces_ev_per_a": [[0.121, -0.639, 0.496], [0.033, -0.018, -0.011], [0.060, -0.055, 0.054], [-0.119, 0.068, -0.051], [0.018, -0.130, 0.003], [-0.040, 0.014, 0.061], [0.020, 0.192, 0.098], [0.110, -0.278, -0.058], [0.153, -0.022, -0.096], [-0.209, -0.032, 0.189], [-0.421, 0.316, -0.439], [-0.075, 0.172, 0.022], [0.010, -0.049, -0.008], [0.003, 0.032, -0.032], [-0.005, 0.004, 0.012], [0.016, 0.019, 0.003], [-0.021, -0.038, -0.045], [0.021, 0.015, 0.001], [-0.017, 0.014, -0.013], [-0.014, -0.006, 0.011], [-0.020, 0.019, 0.025], [-0.007, 0.014, 0.020], [-0.029, -0.011, -0.015], [0.063, -0.042, -0.050], [0.019, 0.015, -0.021], [0.003, -0.019, 0.022], [-0.021, -0.004, -0.022], [0.019, -0.015, -0.020], [0.018, -0.015, -0.014], [-0.003, 0.012, 0.004], [0.019, -0.008, 0.007], [0.007, -0.013, 0.020], [0.711, 0.579, -0.407], [-0.542, 0.203, 0.262], [0.094, -0.121, 0.002], [-0.041, 0.063, -0.028], [-0.021, -0.004, 0.014], [0.119, 0.066, -0.042], [0.005, 0.003, 0.002], [0.000, -0.004, -0.022], [-0.022, -0.023, -0.019], [0.013, -0.014, -0.008], [0.006, 0.001, 0.004], [-0.011, 0.013, 0.008], [-0.019, 0.001, 0.033], [0.007, 0.000, -0.024], [-0.001, -0.004, 0.019], [0.034, 0.103, 0.075], [-0.042, -0.032, 0.038], [0.014, 0.187, 0.004], [-0.128, -0.465, 0.052], [0.138, 0.073, -0.126], [-0.005, -0.090, -0.054], [0.017, -0.012, -0.021], [0.022, 0.011, -0.002], [0.003, -0.018, 0.005], [-0.007, 0.007, -0.013], [0.002, -0.045, -0.009], [-0.007, -0.028, -0.040], [0.033, -0.023, -0.005], [-0.049, 0.034, 0.067], [0.020, 0.012, 0.039], [-0.027, -0.014, 0.019], [-0.003, 0.008, 0.007], [-0.019, -0.015, 0.013], [-0.010, 0.036, 0.007]],
  "mulliken_charge": [0.681, -1.186, -0.637, 0.089, -0.883, -0.986, 0.575, -0.410, -0.127, 0.068, -0.290, 0.195, -0.224, -0.829, -0.416, -0.719, -0.203, 0.364, 0.268, 0.385, 0.412, 0.437, 0.368, 0.448, 0.334, 0.405, 0.223, 0.628, 0.402, 0.402, 0.428, 0.405, -0.366, 0.317, -0.643, -0.593, -0.580, -0.700, 0.306, 0.417, 0.334, 0.290, 0.281, 0.369, 0.368, 0.434, -1.205, -0.781, 0.116, 0.171, -0.550, -0.078, -0.789, -0.716, 0.406, 0.294, 0.347, 0.396, 0.480, 0.258, 0.283, 0.442, 0.380, -0.048, 0.453, 0.303]
}

{
  "formula": "C15H26MnN6O7",
  "method": "ωB97M-V with the def2-TZVPD basis set",
  "orbital_gap_ev": [3.9, 4.1],
  "spin_multiplicity": 5,
  "relative_energy_kj_mol": 130.4,
  "s2": 6.070,
  "homo_energy_ha": [-0.384, -0.389],
  "charge": 1,
  "symbols": ["O", "H", "Mn", "N", "N", "N", "N", "O", "O", "O", "O", "C", "C", "C", "C", "C", "H", "H", "H", "C", "H", "H", "H", "C", "C", "H", "H", "H", "H", "H", "H", "H", "H", "C", "H", "H", "H", "O", "H", "H", "N", "C", "O", "C", "C", "C", "C", "N", "C", "H", "H", "H", "H", "H", "H"],
  "xyz": [[-1.7054, -0.8925, -4.6978], [-1.6192, -0.8157, -5.7044], [-0.2452, 0.1514, -1.0602], [1.1946, -0.8949, -1.4235], [-1.1390, -1.5116, -0.9471], [0.6388, 1.7858, -0.7673], [-1.6730, 1.1592, -0.0091], [2.4011, -0.3698, -1.5543], [1.8361, 2.0055, -1.2680], [-2.6725, 0.5536, 0.6146], [-2.2792, -1.6862, -0.2917], [-0.3439, -2.5766, -1.2490], [0.9896, -2.2167, -1.6069], [0.0065, 2.7738, -0.1256], [-1.3065, 2.3909, 0.3857], [2.0823, -2.9949, -2.2211], [1.8297, -3.2727, -3.2569], [2.3538, -3.9267, -1.6725], [3.0020, -2.3672, -2.2619], [-0.7721, -3.9845, -1.1461], [-1.6384, -4.1673, -1.8083], [-0.9883, -4.3391, -0.1161], [0.0733, -4.5903, -1.5025], [0.7819, 3.9524, 0.2801], [-2.0108, 3.1176, 1.4802], [1.6989, 4.0651, -0.3146], [1.0645, 3.9095, 1.3406], [0.1219, 4.8089, 0.1379], [-3.0369, 2.6931, 1.5642], [-1.9957, 4.1961, 1.2396], [-1.4494, 3.0141, 2.4417], [2.1443, 0.7375, -1.3734], [-2.5244, -0.5275, 0.1779], [-3.5281, -0.9115, -3.6051], [-3.1261, -1.7520, -4.1433], [-3.4863, 0.1264, -3.9180], [-3.7664, -1.0067, -2.4613], [-0.3101, 0.5674, -2.7923], [-1.3438, -0.1158, -4.1989], [0.6168, 0.7458, -3.1126], [1.7726, 2.0392, 5.1811], [1.2174, 1.8808, 3.9514], [0.6652, 2.8577, 3.4243], [1.2682, 0.5264, 3.3276], [1.6554, -0.6766, 3.9567], [1.5265, -1.8630, 3.2231], [1.0119, -1.8164, 1.9029], [0.7060, -0.6595, 1.2893], [0.8486, 0.4523, 2.0080], [1.7841, 2.9636, 5.5896], [2.3832, 1.3552, 5.6066], [2.0338, -0.6619, 4.9773], [1.8122, -2.8210, 3.6703], [0.8586, -2.7571, 1.3704], [0.5809, 1.3464, 1.4690]],
  "atomic_forces_ev_per_a": [[1.365, 0.364, -1.012], [-0.343, 0.269, 2.058], [-3.097, 1.418, 3.328], [2.712, -4.985, -0.141], [1.418, -3.708, 0.162], [-0.458, 3.503, 1.420], [1.282, 2.733, 0.900], [-0.666, 0.543, -0.276], [0.090, -1.240, 0.107], [-0.150, -0.951, -0.609], [-0.104, -0.048, -0.773], [-2.616, 1.857, 0.786], [1.318, 3.858, -0.242], [1.584, -2.312, -0.819], [-0.605, -2.650, -0.157], [1.153, -0.876, 0.029], [-0.029, -0.007, 0.321], [-0.352, 0.598, -0.339], [-0.789, -0.462, 0.064], [0.129, -0.828, -0.053], [0.262, -0.029, 0.515], [-0.157, 0.498, -0.559], [-0.415, -0.033, 0.009], [-0.159, 1.092, -0.280], [-0.190, 0.117, -0.049], [-0.518, -0.073, 0.123], [-0.245, -0.150, -0.133], [0.309, 0.379, 0.142], [0.753, 0.601, 0.107], [-0.334, -0.434, 0.192], [-0.394, -0.123, -0.708], [1.419, 0.450, -0.488], [-0.703, 0.393, 0.653], [0.374, 0.384, 2.955], [-1.911, -0.545, -0.624], [-1.104, -0.288, -0.768], [1.039, -0.054, -1.871], [0.308, 0.802, -4.680], [1.199, -0.028, -0.119], [-1.477, 0.008, 0.086], [0.380, -0.508, 0.127], [-0.218, 1.759, 0.544], [0.446, -1.440, 0.035], [0.088, -0.818, -0.036], [-0.314, 0.428, -0.812], [-0.160, 0.220, -0.306], [0.414, 0.430, 0.995], [0.160, -0.751, 0.903], [-0.212, 0.040, -0.224], [-0.122, -0.125, -0.242], [-0.224, 0.133, -0.194], [-0.135, -0.256, -0.213], [-0.194, 0.399, -0.250], [0.032, 0.344, -0.077], [0.165, 0.103, 0.498]],
  "mulliken_charge": [-0.574, 0.310, -0.644, 1.013, 0.843, 0.939, 0.435, -0.566, -0.736, -0.616, -0.666, 0.491, 0.198, 0.340, 0.685, -1.624, 0.286, 0.393, 0.421, -1.533, 0.340, 0.295, 0.442, -1.435, -1.293, 0.381, 0.155, 0.425, 0.406, 0.364, 0.171, 0.398, 0.437, -0.107, 0.316, 0.331, 0.243, -0.833, 0.393, 0.326, -0.433, 0.552, -0.639, -0.189, -0.499, -0.991, -0.076, 0.468, -0.195, 0.267, 0.144, 0.348, 0.391, 0.282, 0.421]
}

Number 1: calculated total energy -16615.30540 eV. Number 2: calculated total energy -68149.06596 eV. Number 3: calculated total energy -70554.02181 eV.